{
  "formula": "C5H11N",
  "method": "the ωB97M-V functional and the def2-TZVPD basis",
  "e_lumo_ev": 1.16,
  "fmax_ha_per_bohr": 0.0531,
  "relative_energy_kcal_mol": 92.01,
  "total_energy_ev": -6849.538,
  "gap_ev": 9.273,
  "symbols": ["C", "C", "C", "C", "N", "C", "H", "H", "H", "H", "H", "H", "H", "H", "H", "H", "H"],
  "positions_angstrom": [[1.9962, -0.9512, -0.1566], [1.0990, 0.1860, -0.4980], [0.1396, 0.3970, 0.8038], [-0.8681, 1.5096, 0.8424], [-0.8898, 0.6319, -0.2473], [-1.7774, -0.4482, -0.4478], [2.5686, -0.6659, 0.7210], [1.3706, -1.8208, 0.0978], [2.6199, -1.2199, -1.0084], [1.5505, 1.1548, -0.7024], [0.6399, -0.0902, -1.4962], [-0.1348, -0.3981, 1.5428], [-0.5773, 2.5380, 0.6525], [-1.7574, 1.3739, 1.4559], [-1.2466, -1.2620, -0.9779], [-2.5781, -0.0848, -1.0839], [-2.1545, -0.8502, 0.5023]],
  "atomic_forces_ev_per_a": [[0.6788, -0.2159, 0.1647], [1.2002, -0.0375, 0.9925], [-0.3728, -0.7485, -2.6002], [-0.4199, 0.4735, -0.1545], [-1.9082, 0.5813, -0.0146], [-0.7350, -0.0666, 0.0229], [0.4654, -0.3901, 0.0821], [0.2709, 0.1580, -0.0431], [0.2847, -0.1104, 0.1457], [0.5583, -0.1135, 0.1241], [-0.1886, 0.2342, 1.4236], [0.6784, 0.2278, -0.9738], [-0.1235, 0.0140, -0.0654], [0.4796, 0.0997, 0.8284], [-0.1435, 0.3340, 0.1656], [-0.4370, -0.3320, -0.0566], [-0.2877, -0.1079, -0.0413]]
}

---

{
  "formula": "C29H29Cl2F6N6OPmSb",
  "method": "the ωB97M-V functional and the def2-TZVPD basis",
  "e_lumo_ev": [-6.11, -8.15],
  "total_charge": 2,
  "fmax_ha_per_bohr": 0.0256,
  "relative_energy_kcal_mol": 0.00,
  "s2": 8.781,
  "total_energy_ev": -105971.246,
  "gap_ev": [7.938, 5.975],
  "multiplicity": 6,
  "symbols": ["Pm", "C", "C", "C", "C", "C", "C", "N", "C", "C", "C", "C", "C", "N", "C", "C", "C", "C", "C", "C", "N", "H", "H", "H", "H", "H", "H", "H", "H", "H", "H", "H", "H", "H", "H", "H", "N", "C", "C", "C", "N", "H", "H", "H", "H", "H", "H", "H", "H", "H", "H", "Cl", "C", "C", "C", "Cl", "C", "C", "C", "C", "N", "C", "C", "O", "H", "H", "H", "H", "F", "Sb", "F", "F", "F", "F", "F"],
  "positions_angstrom": [[-0.2377, 0.3226, -0.6135], [3.4084, 1.2902, -0.4375], [2.5761, 2.2822, 0.3206], [3.0904, 3.5486, 0.5822], [2.3411, 4.4403, 1.3187], [1.1199, 4.0271, 1.8317], [0.6795, 2.7441, 1.5617], [1.3733, 1.8994, 0.7696], [-0.5927, 2.2317, 2.1504], [-1.1981, 2.8776, 3.2195], [-2.3966, 2.3864, 3.6994], [-2.9492, 1.2576, 3.1204], [-2.2789, 0.6406, 2.0742], [-1.1210, 1.1288, 1.6060], [-2.7910, -0.6227, 1.4669], [-4.0802, -1.0569, 1.7193], [-4.4788, -2.2952, 1.2383], [-3.5630, -3.0710, 0.5620], [-2.2903, -2.5630, 0.3154], [-1.2778, -3.4323, -0.3699], [-1.9263, -1.3365, 0.7149], [3.8945, 1.7504, -1.2981], [2.8227, 0.4403, -0.7799], [4.2002, 0.9072, 0.2102], [4.0631, 3.8212, 0.1958], [2.7002, 5.4433, 1.5060], [0.5203, 4.7108, 2.4120], [-0.7429, 3.7409, 3.6786], [-2.8940, 2.8724, 4.5277], [-3.8701, 0.8528, 3.5086], [-4.7769, -0.4455, 2.2704], [-5.4850, -2.6510, 1.4138], [-3.8178, -4.0635, 0.2154], [-1.6804, -3.8736, -1.2827], [-1.0027, -4.2609, 0.2858], [-0.3717, -2.8828, -0.6084], [-1.2412, -1.1001, -2.5599], [-1.4433, -0.5976, -3.9486], [-0.1465, -0.1557, -4.6019], [0.4528, 1.1369, -4.0720], [1.1597, 0.9393, -2.7774], [-0.6938, -1.9551, -2.6109], [-2.1532, -1.3795, -2.2037], [-2.1420, 0.2350, -3.8977], [-1.9046, -1.3812, -4.5527], [-0.3494, -0.0175, -5.6653], [0.5959, -0.9620, -4.5479], [-0.3299, 1.8786, -3.9176], [1.1468, 1.5429, -4.8099], [1.6312, 1.8123, -2.5523], [1.8962, 0.2522, -2.9174], [3.2291, -3.2117, -2.7241], [3.0980, -3.0795, -1.0348], [3.8869, -3.8451, -0.1997], [3.7717, -3.7276, 1.1787], [4.7617, -4.6919, 2.1615], [2.8406, -2.8133, 1.7885], [2.6821, -2.6537, 3.1734], [1.7574, -1.7450, 3.6253], [1.0102, -1.0076, 2.7011], [1.1412, -1.1361, 1.3907], [2.0413, -2.0306, 0.9485], [2.1403, -2.1469, -0.5048], [1.4040, -1.4522, -1.2379], [4.5997, -4.5416, -0.6195], [3.2772, -3.2367, 3.8623], [1.6013, -1.5916, 4.6836], [0.2816, -0.2861, 3.0459], [-0.5958, 2.5488, -1.3042], [-2.5293, 2.9678, -1.4147], [-2.4336, 1.0378, -0.9343], [-2.5246, 2.3367, -3.1767], [-4.3723, 2.8731, -1.2635], [-2.1402, 4.6783, -2.0039], [-2.3739, 3.4445, 0.3882]],
  "atomic_forces_ev_per_a": [[0.8044, -0.9833, 0.3392], [0.0153, -0.0316, -0.0452], [-0.0132, 0.0242, 0.0226], [0.0052, -0.0192, -0.0065], [-0.0284, 0.0051, 0.0145], [0.0283, -0.0157, -0.0076], [-0.0615, -0.0193, 0.0158], [-0.0643, 0.0784, -0.0905], [0.0247, 0.1224, -0.0533], [0.0153, -0.0554, 0.0262], [0.0077, -0.0054, -0.0103], [0.0455, -0.0248, 0.0449], [-0.0507, 0.0310, -0.0457], [0.0155, 0.0720, -0.0655], [0.0046, 0.0493, 0.0103], [0.0172, -0.0221, -0.0207], [-0.0183, 0.0226, 0.0160], [0.0225, -0.0011, -0.0139], [-0.0422, 0.0222, 0.0119], [0.0469, -0.0108, -0.0518], [0.0180, 0.0974, -0.0336], [0.0117, 0.0119, 0.0179], [-0.0162, -0.0003, 0.0218], [0.0021, 0.0044, 0.0047], [-0.0011, 0.0005, -0.0016], [0.0053, -0.0019, -0.0014], [0.0021, -0.0029, 0.0013], [-0.0084, 0.0004, 0.0044], [-0.0020, 0.0020, -0.0004], [0.0005, 0.0027, 0.0040], [-0.0033, 0.0009, -0.0005], [0.0006, -0.0050, -0.0043], [-0.0010, 0.0012, -0.0014], [-0.0094, -0.0088, 0.0099], [-0.0144, 0.0061, 0.0141], [-0.0127, 0.0101, 0.0113], [-0.0807, 0.0704, 0.0983], [-0.0284, -0.0125, 0.0762], [0.0444, -0.0482, -0.0596], [0.0112, 0.0162, 0.0315], [-0.0868, 0.1218, 0.1348], [0.0435, -0.0002, -0.0308], [-0.0172, -0.0223, -0.0225], [0.0000, 0.0060, -0.0216], [0.0083, 0.0126, -0.0139], [-0.0177, 0.0218, 0.0143], [0.0026, 0.0026, -0.0009], [0.0015, 0.0128, -0.0212], [0.0001, -0.0165, -0.0088], [0.0136, 0.0126, -0.0227], [-0.0122, -0.0225, -0.0017], [-0.0005, -0.0015, -0.0004], [0.0162, -0.0132, 0.0417], [-0.0245, 0.0251, -0.0133], [0.0176, -0.0172, 0.0221], [-0.0059, 0.0051, -0.0003], [0.0155, -0.0122, -0.0324], [-0.0180, 0.0149, -0.0128], [0.0091, -0.0071, 0.0050], [0.0136, 0.0036, 0.0070], [0.0121, -0.0377, -0.0082], [-0.0197, 0.0290, -0.0163], [0.0072, -0.0179, -0.0238], [0.0039, -0.0147, -0.0739], [0.0000, -0.0017, 0.0027], [-0.0014, 0.0014, 0.0061], [-0.0063, 0.0055, -0.0015], [-0.0054, 0.0006, -0.0015], [0.0237, 0.3275, -0.1033], [-0.0960, -0.0162, -0.1364], [-0.4763, 0.0886, 0.0397], [0.0476, -0.0017, -0.0069], [-0.0013, 0.1351, -0.0908], [-0.1258, 0.0514, 0.0939], [-0.0141, -0.0582, 0.0154]]
}

---

{
  "formula": "C5H9NO",
  "method": "the ωB97M-V functional and the def2-TZVPD basis",
  "e_lumo_ev": [0.82, 0.82],
  "fmax_ha_per_bohr": 0.1009,
  "relative_energy_kcal_mol": 117.05,
  "total_energy_ev": -8864.137,
  "gap_ev": [8.582, 8.583],
  "symbols": ["C", "C", "C", "C", "C", "N", "O", "H", "H", "H", "H", "H", "H", "H", "H", "H"],
  "positions_angstrom": [[2.1239, -1.2719, -0.6243], [0.9132, -1.3553, -1.0579], [0.3120, 0.6382, 1.3553], [-1.9485, 1.1276, 0.1513], [-0.7024, 0.3606, 0.3367], [-0.3686, -0.4852, -0.7366], [-1.0533, -0.5351, -1.7552], [2.8400, -1.9876, -0.9500], [2.4032, -0.4731, -0.0747], [0.4800, -2.2575, -1.6973], [1.0864, 1.2730, 0.9052], [0.7604, -0.2124, 1.8217], [-0.2025, 1.3180, 2.0955], [-1.6615, 2.0955, -0.0554], [-2.4307, 0.5891, -0.7527], [-2.5516, 1.1762, 1.0383]],
  "atomic_forces_ev_per_a": [[0.0987, -0.9533, -1.0498], [-4.7514, -2.0751, -0.2223], [-0.6087, 2.0369, 0.6955], [-0.6017, -3.1547, -1.2829], [1.6490, -3.5363, -3.3575], [2.3334, 1.8311, 2.9888], [-2.1326, -0.3190, -2.1920], [0.4787, -0.3717, -0.1682], [1.1722, 2.2829, 1.9088], [1.0306, 2.3547, 1.3596], [0.1845, -0.1340, 0.1960], [0.2106, -0.5267, 0.3819], [0.7577, -0.9472, -0.3079], [0.3371, 2.4269, -0.9496], [0.2522, 1.3901, 1.5575], [-0.4102, -0.3046, 0.4420]]
}

---

> Number 3 is which compound?

C5H9NO